Entry 1:
{
  "formula": "C19H23Cl42N2O",
  "method": "wB97M-V/def2-TZVPD",
  "symbols": ["C", "C", "C", "C", "N", "C", "O", "N", "H", "H", "H", "H", "H", "H", "H", "H", "H", "C", "Cl", "Cl", "Cl", "H", "C", "Cl", "Cl", "Cl", "H", "C", "Cl", "Cl", "Cl", "H", "C", "Cl", "Cl", "Cl", "H", "C", "Cl", "Cl", "Cl", "H", "C", "Cl", "Cl", "Cl", "H", "C", "Cl", "Cl", "Cl", "H", "C", "Cl", "Cl", "Cl", "H", "C", "Cl", "Cl", "Cl", "H", "C", "Cl", "Cl", "Cl", "H", "C", "Cl", "Cl", "Cl", "H", "C", "Cl", "Cl", "Cl", "H", "C", "Cl", "Cl", "Cl", "H", "C", "Cl", "Cl", "Cl", "H"],
  "coordinates": [[2.431976, -1.673163, 5.294103], [1.511167, -0.767279, 6.143928], [0.099084, -1.041195, 5.796775], [-0.849177, -0.231623, 5.268509], [-2.010409, -1.001573, 5.104818], [-1.746265, -2.224752, 5.532994], [-2.595147, -3.247582, 5.527433], [-0.495650, -2.295817, 5.975872], [3.370139, -1.857464, 5.794709], [1.935127, -2.606447, 5.057878], [2.580625, -1.182663, 4.339226], [1.681161, -0.929825, 7.201958], [1.686293, 0.263920, 5.867833], [-0.784821, 0.792125, 4.984553], [-2.899759, -0.730582, 4.716565], [-2.404065, -3.801254, 4.755168], [-0.058247, -3.121291, 6.347201], [3.978053, -1.371270, 0.958670], [4.815202, -2.127000, 2.321673], [2.345163, -0.863676, 1.426527], [4.887244, -0.010223, 0.331395], [3.875330, -2.115349, 0.170354], [-1.610090, -2.020035, 0.780375], [-3.156626, -2.360683, 0.035750], [-1.815740, -1.620060, 2.501143], [-0.499300, -3.368251, 0.602620], [-1.174672, -1.159702, 0.287229], [-4.337493, 1.138433, -1.312698], [-2.712860, 1.227534, -0.612512], [-5.418940, 2.291008, -0.541799], [-4.270917, 1.389838, -3.052097], [-4.717376, 0.146360, -1.129612], [1.733556, -4.132782, -2.262129], [0.955510, -3.388528, -3.651257], [2.750303, -5.485148, -2.736652], [2.676538, -2.918325, -1.372770], [0.959712, -4.503131, -1.604643], [-0.262617, -0.469665, -5.775097], [-0.753241, -2.090773, -6.271902], [-0.430425, 0.667274, -7.109858], [-1.202725, 0.065470, -4.379787], [0.779930, -0.504214, -5.487988], [-8.307338, -0.370987, 0.539999], [-8.206921, -1.004782, 2.186882], [-8.530747, 1.371685, 0.564268], [-6.867608, -0.810979, -0.387895], [-9.164565, -0.819268, 0.056778], [-2.183859, 2.639094, 8.271540], [-2.160412, 1.282809, 7.111869], [-3.833218, 3.097284, 8.663017], [-1.278920, 2.210149, 9.714719], [-1.697396, 3.481493, 7.799124], [-6.883116, -4.459952, 2.691182], [-5.973590, -5.650773, 3.628790], [-5.951298, -3.927763, 1.290621], [-8.440341, -5.109634, 2.198731], [-7.060039, -3.599477, 3.321702], [-3.572508, 0.281343, -9.123403], [-4.049972, -1.353676, -9.583721], [-3.785529, 1.398826, -10.467933], [-4.484496, 0.821852, -7.711992], [-2.525070, 0.262840, -8.858690], [7.798861, 2.841581, -0.482850], [6.267901, 2.394092, -1.237980], [7.577610, 3.191021, 1.231576], [8.996910, 1.565086, -0.708915], [8.162221, 3.742268, -0.964626], [6.694411, 0.100760, -4.766809], [5.126709, -0.117856, -3.975313], [6.588665, -0.293810, -6.479816], [7.286757, 1.742324, -4.529928], [7.397064, -0.579790, -4.306152], [5.149858, 1.078307, 4.713154], [3.834638, 1.797156, 3.778614], [6.695195, 1.782086, 4.271562], [4.846615, 1.258702, 6.447776], [5.182718, 0.020967, 4.485498], [8.581058, 7.204422, -0.536675], [8.585519, 5.875401, -1.707250], [6.932080, 7.632099, -0.093191], [9.527046, 6.779859, 0.885564], [9.040723, 8.061921, -1.008327], [-6.874568, 2.644380, -12.509820], [-8.183071, 3.399706, -13.417566], [-5.322684, 3.377444, -12.928695], [-7.178328, 2.750801, -10.776193], [-6.835171, 1.598754, -12.782383]],
  "forces_ev_per_angstrom": [[-0.52, 0.55, 0.02], [0.07, -0.58, -0.66], [-0.29, 0.23, 0.10], [0.20, -1.02, -0.31], [0.76, 0.05, 0.82], [-0.33, -0.83, 0.18], [0.08, 0.30, -0.13], [-0.27, 1.06, -0.45], [0.28, -0.06, -0.01], [0.13, -0.42, 0.11], [0.32, 0.00, -0.18], [-0.01, 0.18, 0.25], [0.23, 0.32, 0.36], [-0.02, 0.24, -0.20], [-0.08, 0.14, 0.02], [-0.24, -0.22, -0.05], [0.01, -0.15, 0.08], [0.13, 0.12, -0.05], [-0.05, -0.01, 0.00], [-0.07, -0.03, 0.07], [-0.02, -0.10, 0.05], [0.27, 0.26, 0.58], [-0.01, -0.01, -0.29], [-0.04, -0.01, -0.05], [0.15, -0.12, -0.59], [0.04, -0.10, 0.10], [-0.02, 0.07, 0.07], [0.00, 0.23, -0.15], [0.12, 0.04, 0.08], [0.22, 0.03, -0.04], [-0.01, -0.02, 0.02], [0.04, -0.07, 0.04], [0.09, 0.00, -0.16], [-0.06, -0.04, -0.01], [-0.01, 0.02, 0.02], [-0.36, -0.29, -0.46], [0.00, 0.02, 0.06], [-0.12, -0.05, 0.03], [0.00, 0.02, -0.03], [0.07, 0.07, -0.01], [0.03, -0.01, 0.00], [0.03, 0.01, -0.01], [0.06, 0.15, 0.07], [-0.02, -0.03, 0.01], [-0.14, -0.05, 0.02], [-0.21, -0.22, 0.00], [0.00, -0.05, -0.01], [-0.20, 0.02, 0.19], [-0.25, 0.52, 0.59], [0.03, -0.02, -0.05], [0.03, -0.01, -0.03], [0.02, -0.02, -0.06], [-0.07, -0.08, -0.09], [0.03, 0.03, 0.04], [0.01, -0.04, 0.08], [0.00, 0.02, 0.01], [0.00, 0.02, 0.01], [-0.10, -0.01, -0.07], [0.03, -0.01, 0.01], [0.06, -0.01, 0.00], [0.03, 0.01, 0.05], [0.02, -0.02, 0.03], [0.07, -0.12, 0.04], [-0.02, 0.16, 0.01], [-0.03, 0.06, -0.08], [0.00, 0.01, -0.02], [-0.09, -0.27, 0.15], [-0.03, 0.06, -0.03], [0.00, -0.03, 0.04], [0.00, -0.01, 0.01], [0.04, -0.02, -0.10], [0.00, -0.02, 0.02], [0.07, 0.07, 0.03], [-0.05, -0.05, -0.03], [-0.02, -0.05, 0.04], [-0.04, -0.07, 0.00], [-0.02, -0.03, -0.03], [-0.06, -0.05, 0.16], [0.09, 0.32, -0.22], [0.00, 0.01, -0.02], [0.02, 0.00, -0.02], [0.01, 0.00, -0.04], [-0.03, 0.09, 0.02], [0.00, -0.02, -0.03], [-0.01, -0.02, 0.01], [0.00, -0.01, 0.00], [0.02, -0.02, 0.01]],
  "fmax_ev_per_a": 1.2,
  "spin_multiplicity": 1,
  "total_charge": 1,
  "lumo_ev": -2.6406
}

=====

Entry 2:
{
  "formula": "C19H23F5NOPZn",
  "method": "wB97M-V/def2-TZVPD",
  "symbols": ["C", "C", "C", "C", "C", "C", "C", "C", "N", "Zn", "C", "P", "H", "H", "H", "H", "H", "H", "H", "H", "C", "C", "H", "C", "C", "H", "H", "H", "H", "H", "H", "H", "H", "H", "H", "H", "H", "H", "H", "F", "C", "C", "F", "C", "F", "C", "O", "C", "F", "C", "F"],
  "coordinates": [[-2.786298, 0.208330, -4.029835], [-2.584462, -1.019813, -3.397356], [-1.775972, -1.087051, -2.249539], [-1.091262, 0.036873, -1.840163], [-1.428096, 1.278915, -2.360049], [-2.267490, 1.388140, -3.472359], [-1.668738, -2.396096, -1.527689], [-0.243351, -2.903512, -1.370631], [0.772586, -1.848182, -1.163175], [-0.038749, -0.368991, -0.054425], [-0.834196, 2.528065, -1.772210], [0.746129, 1.970197, -1.079571], [-2.994243, -1.978849, -3.756569], [-2.384237, 2.385874, -3.916952], [-3.322374, 0.236904, -4.975143], [-1.331686, 2.871809, -0.843163], [-0.656721, 3.311547, -2.536805], [-2.066631, -2.386705, -0.489373], [-2.186535, -3.126586, -2.167697], [-0.238864, -3.531237, -0.467574], [1.489333, 3.339098, -0.140378], [1.728068, 2.029253, -2.715439], [0.038458, -3.462319, -2.273575], [1.349378, -1.376335, -2.449503], [1.862819, -2.414700, -0.327509], [-0.032276, 1.388198, 0.182522], [1.821213, -2.257907, -2.905442], [0.582999, -0.974044, -3.126570], [2.118729, -0.615319, -2.256154], [2.423168, -3.160089, -0.911853], [2.498142, -1.569276, -0.048114], [1.423693, -2.846851, 0.584590], [1.758903, 3.084492, -3.086674], [2.735555, 1.664984, -2.445636], [1.299337, 1.359967, -3.492563], [1.629602, 4.239710, -0.781888], [0.783177, 3.489571, 0.703263], [2.448576, 2.899571, 0.209247], [1.112614, 0.480363, 0.814273], [-0.829192, -2.275593, 6.542177], [-0.814957, -2.070711, 5.207854], [-0.905644, -0.741499, 4.732201], [-1.024277, 0.315337, 5.588703], [-0.934657, -0.511894, 3.367162], [-1.089401, 0.788696, 3.011748], [-0.989289, -1.591556, 2.402643], [-1.212368, -1.360430, 1.153137], [-0.736353, -2.912357, 2.968820], [-0.621684, -3.968310, 2.105965], [-0.703895, -3.182135, 4.330148], [-0.612478, -4.469448, 4.813221]],
  "forces_ev_per_angstrom": [[0.03, 0.22, -0.14], [0.31, -0.16, 0.34], [-0.93, -0.21, -1.09], [-0.31, 1.08, 2.41], [-0.63, -0.08, -0.88], [0.39, -0.36, -0.27], [-0.09, -0.40, -0.10], [0.14, -0.15, -0.11], [1.07, -0.96, 0.08], [-0.60, -0.73, 0.26], [0.67, 0.72, 0.31], [-1.85, 3.58, -1.71], [-0.06, 0.78, -0.11], [-0.33, -0.57, -0.01], [-0.11, 0.09, 0.22], [-0.42, 0.28, -0.87], [-0.53, -0.14, 0.61], [-0.26, 0.32, -1.00], [-0.09, -0.04, 0.62], [0.19, -0.05, -0.55], [0.05, -0.31, -0.36], [0.57, -1.27, 0.51], [0.14, -0.23, 0.27], [0.01, -0.58, 0.25], [-0.10, 0.38, -0.27], [2.18, 0.00, -1.41], [0.09, 0.24, -0.22], [0.33, -0.22, 0.39], [-0.23, -0.25, 0.00], [-0.01, -0.01, 0.34], [0.21, -0.35, 0.05], [0.27, 0.10, -0.37], [-0.19, -0.80, 0.71], [-0.23, 0.35, -0.54], [0.12, 0.47, 0.72], [0.03, -0.59, 0.72], [0.72, 0.23, -0.34], [-0.44, 0.73, 0.14], [-0.07, -1.05, 1.13], [0.03, -0.04, -0.27], [0.14, -0.04, 0.01], [0.02, -0.94, 0.30], [0.21, -1.17, -0.61], [-0.48, -0.80, -0.12], [0.03, -0.63, -0.50], [0.78, 0.29, 2.02], [0.00, -0.53, -0.07], [-0.45, 0.63, -0.89], [-0.15, 0.62, 0.31], [-0.18, 0.80, 0.67], [-0.03, 1.74, -0.60]],
  "fmax_ev_per_a": 4.4,
  "spin_multiplicity": 1,
  "total_charge": 0,
  "lumo_ev": [-1.9570, -1.8343]
}

=====

Entry 3:
{
  "formula": "C19H23FIN5O2PtSSi",
  "method": "wB97M-V/def2-TZVPD",
  "symbols": ["Pt", "C", "C", "N", "N", "C", "S", "N", "N", "H", "H", "H", "H", "H", "H", "C", "Si", "C", "C", "N", "C", "C", "C", "C", "C", "C", "F", "H", "H", "H", "H", "H", "H", "H", "H", "H", "H", "H", "H", "H", "I", "C", "C", "C", "C", "C", "C", "C", "O", "O", "H", "H", "H", "H"],
  "coordinates": [[0.769039, 1.315156, 0.199088], [-3.104518, -2.950450, 2.270555], [-2.316420, -1.801878, 2.772591], [-2.086154, -1.523966, 4.012700], [-1.297785, -0.414720, 3.970364], [-1.025827, 0.004877, 2.727573], [-0.135575, 1.394569, 2.366197], [-1.681843, -0.891397, 1.948400], [-1.659260, -0.873603, 0.565395], [-3.487710, -3.503724, 3.123444], [-2.483922, -3.623918, 1.676388], [-3.940744, -2.615052, 1.655969], [-0.963621, 0.008171, 4.819687], [-1.858935, -1.798041, 0.208322], [-2.302498, -0.177421, 0.201358], [0.159967, -1.479570, -2.091556], [0.758230, 0.233973, -2.581225], [2.612089, 0.360879, -2.333339], [0.504132, 0.312479, -4.442284], [-0.098572, 1.436490, -1.590353], [-0.811636, 2.558960, -2.005977], [-0.753799, 3.103305, -3.297492], [-1.489456, 4.214723, -3.672910], [-2.345726, 4.832662, -2.774504], [-2.454457, 4.306212, -1.497292], [-1.706678, 3.205407, -1.142396], [-1.908075, 2.702248, 0.104208], [0.579590, -2.217123, -2.779962], [-0.928467, -1.538366, -2.167486], [0.456413, -1.758371, -1.084171], [3.121472, -0.338773, -3.002386], [2.940027, 0.138183, -1.314813], [2.965776, 1.366758, -2.571273], [1.019297, -0.563805, -4.845540], [0.954213, 1.187726, -4.909520], [-0.542062, 0.253754, -4.746784], [-0.087456, 2.661496, -4.019510], [-1.385433, 4.598452, -4.679345], [-2.923623, 5.700661, -3.059213], [-3.117584, 4.732033, -0.755832], [0.749998, -4.994527, 3.779387], [1.581684, -3.211315, 3.075607], [1.111446, -2.663407, 1.892950], [1.628559, -1.456652, 1.446605], [2.629691, -0.802080, 2.149808], [3.126988, -1.395502, 3.306101], [2.594934, -2.583520, 3.785982], [3.242599, 0.522160, 1.734267], [4.433771, 0.689508, 1.887515], [2.449676, 1.469013, 1.307241], [0.350823, -3.178563, 1.318689], [1.247361, -1.029747, 0.527806], [3.935038, -0.904531, 3.831442], [2.975033, -3.019852, 4.699540]],
  "forces_ev_per_angstrom": [[-0.19, 0.23, 0.60], [-0.02, -0.01, 0.00], [0.05, -0.04, -0.08], [0.01, 0.01, 0.08], [-0.01, 0.05, -0.08], [0.03, -0.20, -0.05], [0.24, 0.00, -0.62], [-0.07, 0.12, 0.13], [0.04, 0.02, -0.08], [0.00, 0.00, 0.00], [0.02, 0.00, 0.01], [0.00, 0.01, -0.01], [0.02, -0.02, -0.01], [-0.01, 0.03, -0.01], [0.02, -0.03, 0.01], [0.01, 0.05, -0.07], [-0.17, -0.11, 0.03], [-0.02, -0.04, 0.00], [-0.08, 0.07, 0.07], [0.41, -0.17, 0.23], [-0.19, 0.06, -0.06], [0.18, 0.04, 0.06], [-0.06, 0.03, 0.04], [0.03, -0.03, -0.03], [0.01, 0.00, 0.08], [-0.17, -0.10, -0.02], [0.01, 0.02, -0.12], [0.02, 0.00, -0.01], [-0.01, 0.00, -0.01], [-0.04, -0.05, 0.02], [0.02, 0.00, 0.00], [-0.02, 0.00, 0.02], [-0.01, 0.01, -0.01], [-0.02, -0.02, 0.00], [0.03, -0.01, -0.02], [-0.01, 0.04, 0.01], [0.03, -0.01, 0.01], [0.00, 0.00, 0.00], [0.00, 0.01, 0.00], [-0.01, 0.01, -0.01], [-0.01, 0.02, 0.00], [0.00, 0.03, 0.01], [-0.03, -0.03, 0.03], [0.11, -0.07, -0.05], [0.06, -0.05, 0.05], [-0.05, 0.02, 0.02], [0.01, -0.02, 0.01], [-0.22, -0.08, 0.05], [0.00, 0.00, 0.09], [0.05, 0.21, -0.33], [0.01, 0.00, -0.03], [0.01, -0.01, 0.04], [0.01, -0.01, 0.01], [-0.01, 0.00, 0.01]],
  "fmax_ev_per_a": 0.7,
  "spin_multiplicity": 1,
  "total_charge": 0,
  "lumo_ev": [-1.0831, -1.0809]
}

=====

Entry 4:
{
  "formula": "C19H23FN2O",
  "method": "wB97M-V/def2-TZVPD",
  "symbols": ["C", "H", "H", "H", "C", "C", "C", "C", "C", "C", "C", "N", "C", "O", "C", "N", "C", "H", "H", "H", "C", "C", "C", "C", "C", "C", "C", "H", "F", "H", "H", "H", "H", "H", "H", "H", "H", "C", "H", "H", "H", "H", "H", "H", "H", "H"],
  "coordinates": [[-1.264028, -1.732327, 2.695723], [-0.569340, -2.240129, 3.361284], [-1.028473, -0.670569, 2.692351], [-2.270893, -1.851967, 3.088554], [-1.180695, -2.321469, 1.286033], [-2.122340, -1.621027, 0.343146], [-3.307298, -2.237097, -0.028162], [-4.206126, -1.599493, -0.863586], [-3.911817, -0.343470, -1.356211], [-2.729036, 0.302318, -1.019084], [-1.849637, -0.335928, -0.140631], [-0.632912, 0.277528, 0.238480], [-0.473684, 1.493702, 0.820930], [-1.374543, 2.276001, 1.037062], [0.991937, 1.806660, 1.148663], [1.753938, 2.357169, 0.035994], [1.270086, 3.660337, -0.372594], [0.269701, 3.629875, -0.824866], [1.967517, 4.084082, -1.094925], [1.232115, 4.311091, 0.498592], [1.890870, 1.459714, -1.101482], [2.541631, 0.159151, -0.718925], [3.672364, 0.158572, 0.091554], [4.276637, -1.029446, 0.460231], [3.768139, -2.242051, 0.023532], [2.650584, -2.227981, -0.788755], [2.027030, -1.051445, -1.165071], [1.160135, -1.093360, -1.808479], [2.136293, -3.399111, -1.221497], [4.221989, -3.180611, 0.298113], [5.151641, -1.016084, 1.091787], [4.062342, 1.103806, 0.434855], [0.929093, 1.262876, -1.606619], [2.538515, 1.969851, -1.824343], [1.502433, 0.905931, 1.501712], [1.002104, 2.550995, 1.948226], [0.159482, -0.349408, 0.284189], [-2.413479, 1.638712, -1.611772], [-1.392384, 1.660179, -1.994056], [-3.097110, 1.867460, -2.425306], [-2.497256, 2.414279, -0.850475], [-4.603696, 0.147243, -2.025046], [-5.129523, -2.087003, -1.138047], [-3.528088, -3.225625, 0.347506], [-0.149367, -2.262163, 0.923711], [-1.444872, -3.379747, 1.327693]],
  "forces_ev_per_angstrom": [[0.09, -0.12, -0.08], [0.05, -0.01, 0.11], [0.00, 0.08, 0.04], [-0.08, 0.02, 0.07], [-0.05, 0.16, 0.15], [0.06, -0.03, -0.04], [0.01, 0.03, -0.04], [-0.06, -0.02, 0.00], [0.00, -0.05, 0.05], [0.06, 0.03, 0.02], [-0.42, -0.09, -0.07], [0.11, -0.49, -0.16], [0.42, 0.11, 0.24], [-0.15, 0.14, 0.12], [0.01, 0.13, 0.11], [-0.01, -0.17, -0.02], [0.03, 0.06, -0.05], [-0.03, 0.03, 0.00], [-0.01, 0.04, -0.03], [-0.05, 0.08, 0.00], [0.06, 0.18, -0.14], [0.06, -0.13, 0.02], [0.00, 0.04, -0.02], [-0.04, 0.05, -0.05], [-0.17, -0.17, -0.13], [0.07, 0.01, 0.08], [0.09, -0.12, -0.02], [-0.13, 0.00, -0.06], [0.06, 0.11, 0.04], [0.03, -0.11, 0.02], [0.08, 0.00, 0.06], [0.04, 0.11, 0.07], [0.14, 0.01, 0.02], [-0.11, -0.02, -0.01], [-0.07, 0.03, 0.04], [-0.09, -0.14, -0.02], [-0.01, 0.19, 0.02], [-0.07, 0.12, 0.06], [0.06, 0.06, -0.03], [-0.01, -0.02, -0.09], [0.03, 0.03, -0.09], [-0.05, 0.06, -0.08], [-0.08, -0.04, -0.03], [0.00, -0.11, 0.04], [0.01, -0.11, -0.01], [0.08, 0.02, -0.09]],
  "fmax_ev_per_a": 0.5,
  "smiles": "CCc1cccc(C)c1NC(=O)CN(C)Cc1cccc(F)c1",
  "spin_multiplicity": 1,
  "total_charge": 0,
  "lumo_ev": 0.7373
}